Entry 1:
This record from the Open Molecules 2025 dataset describes a structure of composition C6H6HgLiO2. The level of theory is ωB97M-V/def2-TZVPD.

Geometry (Å):
1 C -1.51222 1.94749 0.35714
2 C -1.19222 0.85851 -0.35739
3 C -0.97340 -0.53488 0.12696
4 H -1.68493 2.89745 -0.15004
5 H -1.65388 1.92940 1.44136
6 H -1.07961 0.93956 -1.44209
7 H -1.66504 -1.22704 -0.37707
8 C -1.02556 -0.79342 1.48995
9 O -1.06338 -1.02948 2.60126
10 O 2.16814 0.06686 -0.14290
11 C 1.75178 -1.07993 -0.40028
12 C 0.63281 -1.74457 -0.64934
13 Li 1.15958 1.52663 0.68262
14 Hg 4.01571 0.76439 -1.18531
15 H 1.58508 -1.73901 -1.66113
16 H 0.53713 -2.78196 -0.33376

The LUMO energy (alpha / beta) is -7.92 / -11.14 eV. The calculation puts the HOMO energy (alpha / beta) at -16.125 / -16.085 eV. The value obtained for the relative energy (zero: lowest compared OMol25 entry of this formula, charge and spin) is 71.8 kcal per mole. Its spin multiplicity is 2. As for the net charge: +2.

Entry 2:
This record from the Open Molecules 2025 dataset describes a structure of composition C16H13CrF2N5O2S. The level of theory is ωB97M-V/def2-TZVPD.

Geometry (Å):
1 Cr 0.24988 -1.03870 0.73223
2 N 0.45533 -1.19826 2.94735
3 N -0.70809 -1.91673 3.32656
4 C -1.20084 -2.82966 2.34823
5 O -1.94178 -3.71083 2.68042
6 O -0.77993 -2.56194 1.13271
7 H 1.30044 -1.72963 3.14300
8 H 0.49514 -0.34507 3.49365
9 H -0.68786 -2.31279 4.25575
10 F 0.77951 -2.33752 -4.50041
11 C 0.19105 -1.58910 -3.56076
12 C 0.54642 -1.77633 -2.23451
13 C -0.06673 -0.99686 -1.26494
14 C -1.03550 -0.04396 -1.63728
15 C -1.34458 0.09183 -2.98536
16 F -2.26665 0.99125 -3.37889
17 C -0.74536 -0.66253 -3.96892
18 C -1.71622 0.66995 -0.53928
19 C -2.68462 1.66466 -0.65620
20 C -3.27095 2.18188 0.48329
21 C -2.90264 1.71111 1.73516
22 C -1.92293 0.74601 1.79468
23 N -1.33366 0.25744 0.69357
24 H 1.27880 -2.53598 -1.99552
25 H -1.01231 -0.54099 -5.00848
26 H -2.98395 2.00747 -1.63229
27 H -4.03163 2.94675 0.39161
28 H -3.36743 2.06844 2.64222
29 H -1.61120 0.31257 2.73528
30 S 2.68356 -1.88257 0.59230
31 C 2.77646 -0.25349 0.25435
32 N 3.89469 0.40501 -0.17117
33 C 3.90759 1.72117 -0.46755
34 C 2.77288 2.46037 -0.34963
35 C 1.62650 1.77068 0.07862
36 N 1.64180 0.49463 0.37043
37 H 4.73566 -0.14950 -0.27682
38 H 4.85505 2.12519 -0.79802
39 H 2.75418 3.51187 -0.58498
40 H 0.66992 2.27417 0.17960

The LUMO energy (alpha / beta) is -4.59 / -4.68 eV. The calculation puts the HOMO energy (alpha / beta) at -11.558 / -11.577 eV. The value obtained for the relative energy (zero: lowest compared OMol25 entry of this formula, charge and spin) is 0.0 kcal per mole. Its spin multiplicity is 4. As for the net charge: +1.

Entry 3:
This record from the Open Molecules 2025 dataset describes a cluster of 2 separate species, C28H30BF5N2O7 in total. The level of theory is ωB97M-V/def2-TZVPD.

Geometry (Å):
1 C 1.00376 5.44586 -1.94572
2 N 0.45155 4.14077 -1.69482
3 C -0.31848 3.48618 -2.61713
4 O -0.72226 3.96164 -3.68107
5 C -0.64762 2.10184 -2.05114
6 C -0.07353 0.96480 -2.88298
7 C -0.69364 0.96420 -4.24246
8 C 0.01778 1.34323 -5.38230
9 F 1.33553 1.65774 -5.26639
10 C -0.59434 1.47935 -6.62588
11 F 0.10648 1.90141 -7.69962
12 C -1.95653 1.19131 -6.75038
13 F -2.57000 1.33738 -7.93910
14 C -2.68323 0.75238 -5.64115
15 F -3.99508 0.45902 -5.76196
16 C -2.04131 0.64330 -4.41172
17 F -2.76570 0.24947 -3.32630
18 N -0.11877 2.22574 -0.69871
19 C -0.34848 1.32764 0.27172
20 C 0.31306 1.33599 1.48998
21 C 0.14823 0.16872 2.34634
22 C 0.60098 0.01539 3.75315
23 C 0.32996 -1.14395 4.48934
24 C 0.88561 -1.32007 5.75298
25 C 1.76490 -0.34911 6.27338
26 C 2.08606 0.78294 5.50241
27 C 1.52419 0.93647 4.23096
28 C 0.78862 3.36865 -0.51098
29 C 2.27553 2.95450 -0.53480
30 C 0.46772 4.11779 0.78448
31 H 0.63315 5.79506 -2.90486
32 H 0.70264 6.12639 -1.14823
33 H 2.09291 5.38603 -1.95408
34 H -1.73245 1.97027 -2.00154
35 H 1.00972 1.09892 -2.99518
36 H -0.28071 0.01582 -2.36717
37 H -0.97034 0.46474 -0.00423
38 H 1.33868 1.77590 1.52326
39 H -0.78243 -0.36947 2.14735
40 H 1.00108 -0.24332 1.81964
41 H -0.29454 -1.93232 4.08402
42 H 0.70557 -2.22341 6.34155
43 H 2.24447 -0.47855 7.25573
44 H 2.80347 1.53716 5.85216
45 H 1.81021 1.75775 3.57212
46 H 2.52506 2.49309 -1.49992
47 H 2.88805 3.84996 -0.36421
48 H 2.51679 2.22791 0.24278
49 H -0.55163 4.51624 0.73308
50 H 0.51755 3.45400 1.64851
51 H 1.19988 4.91919 0.91542
52 C -0.54600 -3.23603 -2.61483
53 C -0.63467 -2.73876 -1.20573
54 O -1.14621 -1.71012 -0.78627
55 O 0.01490 -3.63434 -0.39030
56 B -0.34004 -4.08090 0.86062
57 O -1.62402 -4.16065 1.25814
58 C -2.34018 -3.36314 2.16942
59 C -3.53219 -4.20806 2.45142
60 O -1.98783 -2.24869 2.53795
61 O 0.77794 -4.49653 1.54672
62 C 0.90700 -4.66400 2.91847
63 C 2.14451 -5.47581 3.14812
64 O 0.10258 -4.21620 3.71105
65 H -1.36215 -3.94577 -2.80304
66 H -0.68041 -2.42997 -3.33151
67 H 0.41192 -3.73192 -2.81307
68 H -3.23403 -5.06295 3.07894
69 H -4.29379 -3.65861 2.99136
70 H -3.94863 -4.57459 1.49759
71 H 2.45000 -5.94272 2.19981
72 H 2.95876 -4.84010 3.52401
73 H 1.95446 -6.22206 3.92483

As for the SMILES: CN1C(=O)[C@@H](Cc2c(F)c(F)c(F)c(F)c2F)N(/C=C/Cc2ccccc2)C1(C)C.CC(=O)OB(OC(C)=O)OC(C)=O. The LUMO energy is 0.15 eV. The calculation puts the HOMO energy at -6.869 eV. As for the net charge: 0.

How do the records compare in total energy? In the order shown, they have -14770.7830 -73036.2101 -61101.5483 eV.
How do the records compare in max |F|? In the order shown, they have 2.2 0.4 3.7 eV/A.